# 1
Molecular formula: C19H30BFNO3
Method: DFT, ωB97M-V/def2-TZVPD

## Properties
E_LUMO: -2.734 eV
Strongest force on any atom: 0.01039 Eh/bohr
2S+1: 1
Kohn-Sham gap: 8.636 eV
HOMO level: -11.37 eV
Total charge: +1

Each atom is followed by the atoms it is bonded to, with distances in Å.
Element x y z (Å)
1 C -0.88 0.87 -4.53  C2 1.508, H14 1.092, H15 1.091, H16 1.091
2 C 0.25 0.11 -3.88  C1 1.508, O3 1.460, H17 1.086, H18 1.093
3 O 0.71 0.82 -2.68  C2 1.460, B4 1.333
4 B -0.06 0.88 -1.59  O3 1.333, O5 1.335, N6 1.581
5 O -0.91 0.03 -1.02  B4 1.335, H19 0.966
6 N 0.17 2.19 -0.73  B4 1.581, F7 1.398, C8 1.501, C10 1.513
7 F -1.01 2.41 -0.02  N6 1.398
8 C 0.39 3.41 -1.58  N6 1.501, C9 1.509, H20 1.090, H21 1.091
9 C 0.58 4.69 -0.82  C8 1.509, H22 1.090, H23 1.089, H24 1.090
10 C 1.27 1.90 0.26  N6 1.513, C11 1.545, H25 1.091, H26 1.092
11 C 1.21 2.59 1.64  C10 1.545, C12 1.515, O13 1.414, H27 1.095
12 C 0.20 1.97 2.59  C11 1.515, H28 1.088, H29 1.091, H30 1.089
13 O 2.48 2.39 2.22  C11 1.414, H31 0.961
14 H -1.81 0.81 -3.96  C1 1.092
15 H -0.61 1.91 -4.68  C1 1.091
16 H -1.08 0.44 -5.52  C1 1.091
17 H 1.13 0.04 -4.52  C2 1.086
18 H -0.05 -0.90 -3.59  C2 1.093
19 H -0.94 -0.86 -1.41  O5 0.966
20 H 1.25 3.14 -2.19  C8 1.090
21 H -0.48 3.44 -2.24  C8 1.091
22 H 0.50 5.51 -1.53  C9 1.090
23 H -0.20 4.84 -0.07  C9 1.089
24 H 1.55 4.76 -0.35  C9 1.090
25 H 1.28 0.82 0.43  C10 1.091
26 H 2.18 2.17 -0.27  C10 1.092
27 H 0.99 3.66 1.52  C11 1.095
28 H -0.82 2.27 2.36  C12 1.088
29 H 0.26 0.88 2.57  C12 1.091
30 H 0.44 2.31 3.60  C12 1.089
31 H 3.16 2.89 1.76  O13 0.961
32 C -2.14 -0.75 2.13  C33 1.388, C37 1.388, H38 1.082
33 C -1.66 -2.00 2.50  C32 1.388, C34 1.388, H39 1.084
34 C -2.31 -2.72 3.49  C33 1.388, C35 1.388, H40 1.082
35 C -3.43 -2.19 4.12  C34 1.388, C36 1.388, H41 1.082
36 C -3.90 -0.94 3.75  C35 1.388, C37 1.388, H42 1.082
37 C -3.26 -0.22 2.76  C32 1.388, C36 1.388, H43 1.083
38 H -1.64 -0.19 1.35  C32 1.082
39 H -0.79 -2.42 2.01  C33 1.084
40 H -1.94 -3.70 3.78  C34 1.082
41 H -3.93 -2.76 4.89  C35 1.082
42 H -4.78 -0.53 4.24  C36 1.082
43 H -3.63 0.76 2.47  C37 1.083
44 C 1.27 -3.86 -2.02  C45 1.388, C49 1.388, H50 1.083
45 C 1.58 -4.99 -1.27  C44 1.388, C46 1.388, H51 1.082
46 C 2.16 -4.85 -0.02  C45 1.388, C47 1.388, H52 1.082
47 C 2.43 -3.59 0.49  C46 1.388, C48 1.388, H53 1.082
48 C 2.13 -2.46 -0.26  C47 1.388, C49 1.389, H54 1.084
49 C 1.55 -2.60 -1.51  C44 1.388, C48 1.389, H55 1.084
50 H 0.82 -3.97 -3.00  C44 1.083
51 H 1.37 -5.98 -1.67  C45 1.082
52 H 2.40 -5.73 0.56  C46 1.082
53 H 2.89 -3.49 1.46  C47 1.082
54 H 2.36 -1.48 0.13  C48 1.084
55 H 1.33 -1.72 -2.11  C49 1.084

Here are the Mulliken charges for atoms 1 to 8, given in e: C -1.271; C -0.081; O -0.513; B 0.926; O -0.327; N 0.218; F -0.200; C -0.232

***

# 2
Molecular formula: C24H72BF4N6O9
Method: DFT, ωB97M-V/def2-TZVPD

## Properties
ΔE to the lowest compared entry with this formula, charge and spin: 477.98 kJ/mol
E_LUMO: 2.140 eV
Strongest force on any atom: 0.06991 Eh/bohr
2S+1: 1
Kohn-Sham gap: 9.435 eV
HOMO level: -7.29 eV
Total charge: -1

Each atom is followed by the atoms it is bonded to, with distances in Å.
Element x y z (Å)
1 B -0.57 0.32 0.45  F2 1.373, F3 1.335, F4 1.390, F5 1.364
2 F -0.20 -1.01 0.42  B1 1.373
3 F 0.38 1.17 0.87  B1 1.335
4 F -0.99 0.70 -0.82  B1 1.390
5 F -1.56 0.47 1.37  B1 1.364
6 C -0.10 3.99 6.25  C7 1.537, H12 1.090, H13 1.090, H14 1.090
7 C 1.17 4.23 5.42  C6 1.537, C8 1.540, N11 1.446, H15 1.090
8 C 1.82 5.49 6.01  C7 1.540, O9 1.411, H16 1.090, H17 1.090
9 O 0.98 6.60 5.76  C8 1.411, C10 1.426
10 C 1.63 7.86 5.93  O9 1.426, H18 1.090, H19 1.090, H20 1.090
11 N 2.00 3.05 5.47  C7 1.446, H21 1.010, H22 1.010
12 H 0.07 4.08 7.33  C6 1.090
13 H -0.50 2.98 6.15  C6 1.090
14 H -0.80 4.78 5.95  C6 1.090
15 H 1.02 4.52 4.38  C7 1.090
16 H 2.73 5.64 5.43  C8 1.090
17 H 2.06 5.49 7.07  C8 1.090
18 H 1.66 8.29 4.93  C10 1.090
19 H 2.60 7.89 6.42  C10 1.090
20 H 0.93 8.50 6.47  C10 1.090
21 H 1.42 2.29 5.15  N11 1.010
22 H 2.76 2.98 4.80  N11 1.010
23 C 6.66 4.59 1.07  C24 1.509, H29 1.090, H30 1.090, H31 1.090
24 C 6.82 3.17 0.57  C23 1.509, C25 1.565, N28 1.457, H32 1.090
25 C 8.32 2.74 0.65  C24 1.565, O26 1.411, H33 1.090, H34 1.090
26 O 9.13 3.70 0.02  C25 1.411, C27 1.502
27 C 10.55 3.23 -0.04  O26 1.502, H35 1.090, H36 1.090, H37 1.090
28 N 5.96 2.30 1.37  C24 1.457, H38 1.010, H39 1.010
29 H 7.23 5.33 0.52  C23 1.090
30 H 7.12 4.66 2.06  C23 1.090
31 H 5.73 5.14 1.07  C23 1.090
32 H 6.59 2.97 -0.47  C24 1.090
33 H 8.50 1.82 0.09  C25 1.090
34 H 8.73 2.67 1.66  C25 1.090
35 H 11.00 3.14 0.95  C27 1.090
36 H 11.22 3.85 -0.63  C27 1.090
37 H 10.74 2.24 -0.45  C27 1.090
38 H 5.00 2.56 1.22  N28 1.010
39 H 5.98 1.33 1.08  N28 1.010
40 C -6.21 -1.21 5.00  C41 1.502, H46 1.090, H47 1.090, H48 1.090
41 C -6.62 -2.56 4.48  C40 1.502, C42 1.599, N45 1.506, H49 1.090
42 C -5.65 -3.81 4.72  C41 1.599, O43 1.446, H50 1.090, H51 1.090
43 O -6.09 -4.98 3.98  C42 1.446, C44 1.405
44 C -6.31 -6.08 4.83  O43 1.405, H52 1.090, H53 1.090, H54 1.090
45 N -7.97 -2.83 5.11  C41 1.506, H55 1.010, H56 1.010
46 H -5.14 -1.22 4.81  C40 1.090
47 H -6.34 -1.05 6.07  C40 1.090
48 H -6.69 -0.35 4.53  C40 1.090
49 H -6.93 -2.37 3.46  C41 1.090
50 H -5.51 -3.97 5.79  C42 1.090
51 H -4.65 -3.65 4.31  C42 1.090
52 H -7.08 -5.72 5.51  C44 1.090
53 H -5.51 -6.43 5.47  C44 1.090
54 H -6.60 -6.87 4.13  C44 1.090
55 H -8.35 -3.59 4.56  N45 1.010
56 H -7.72 -3.22 6.01  N45 1.010
57 C 4.96 -5.48 0.37  C58 1.540, H63 1.090, H64 1.090, H65 1.090
58 C 4.70 -5.47 1.89  C57 1.540, C59 1.479, N62 1.489, H66 1.090
59 C 5.50 -4.47 2.64  C58 1.479, O60 1.441, H67 1.090, H68 1.090
60 O 6.91 -4.71 2.43  C59 1.441, C61 1.417
61 C 7.74 -4.00 3.33  O60 1.417, H69 1.090, H70 1.090, H71 1.090
62 N 3.23 -5.37 2.09  C58 1.489, H72 1.010, H73 1.010
63 H 4.56 -4.59 -0.11  C57 1.090
64 H 4.56 -6.40 -0.05  C57 1.090
65 H 6.04 -5.57 0.20  C57 1.090
66 H 4.88 -6.50 2.18  C58 1.090
67 H 5.20 -4.35 3.68  C59 1.090
68 H 5.26 -3.52 2.17  C59 1.090
69 H 8.78 -4.22 3.07  C61 1.090
70 H 7.56 -4.34 4.35  C61 1.090
71 H 7.57 -2.92 3.25  C61 1.090
72 H 2.90 -4.59 1.54  N62 1.010
73 H 2.79 -6.15 1.64  N62 1.010
74 C 1.59 -0.80 -5.84  C75 1.605, H80 1.090, H81 1.090, H82 1.090
75 C 0.45 -0.10 -6.72  C74 1.605, C76 1.565, N79 1.454, H83 1.090
76 C 0.80 0.09 -8.24  C75 1.565, O77 1.440, H84 1.090, H85 1.090
77 O -0.40 0.55 -8.89  C76 1.440, C78 1.419
78 C -0.39 0.66 -10.31  O77 1.419, H86 1.090, H87 1.090, H88 1.090
79 N -0.77 -0.86 -6.57  C75 1.454, H89 1.010, H90 1.010
80 H 1.83 -1.85 -6.02  C74 1.090
81 H 1.16 -0.77 -4.84  C74 1.090
82 H 2.53 -0.25 -5.78  C74 1.090
83 H 0.24 0.87 -6.27  C75 1.090
84 H 1.25 -0.79 -8.69  C76 1.090
85 H 1.52 0.89 -8.40  C76 1.090
86 H 0.22 1.40 -10.81  C78 1.090
87 H -1.43 0.74 -10.64  C78 1.090
88 H -0.04 -0.34 -10.56  C78 1.090
89 H -0.82 -1.10 -5.59  N79 1.010
90 H -1.66 -0.39 -6.68  N79 1.010
91 C -7.48 -1.93 -7.75  C92 1.615, H97 1.090, H98 1.090, H99 1.090
92 C -6.51 -1.62 -6.50  C91 1.615, C93 1.562, N96 1.416, H100 1.090
93 C -6.88 -0.50 -5.48  C92 1.562, O94 1.386, H101 1.090, H102 1.090
94 O -6.05 -0.65 -4.38  C93 1.386, C95 1.474
95 C -6.29 0.53 -3.54  O94 1.474, H103 1.090, H104 1.090, H105 1.090
96 N -6.40 -2.87 -5.85  C92 1.416, H106 1.010, H107 1.010
97 H -7.20 -2.80 -8.33  C91 1.090
98 H -7.64 -1.14 -8.49  C91 1.090
99 H -8.45 -2.26 -7.39  C91 1.090
100 H -5.59 -1.34 -7.01  C92 1.090
101 H -7.93 -0.47 -5.18  C93 1.090
102 H -6.60 0.42 -5.99  C93 1.090
103 H -5.69 0.61 -2.63  C95 1.090
104 H -7.25 0.49 -3.02  C95 1.090
105 H -6.39 1.49 -4.04  C95 1.090
106 H -5.69 -2.69 -5.15  N96 1.010
107 H -5.77 -3.39 -6.44  N96 1.010
108 O -1.72 4.72 -1.41  H109 0.957, H110 0.957
109 H -1.46 5.09 -0.57  O108 0.957
110 H -1.49 3.79 -1.33  O108 0.957
111 O -5.04 4.37 2.57  H112 0.957, H113 0.957
112 H -4.85 3.43 2.56  O111 0.957
113 H -5.90 4.45 2.16  O111 0.957
114 O -3.07 -3.32 -1.92  H115 0.957, H116 0.957
115 H -3.78 -2.69 -2.08  O114 0.957
116 H -2.49 -2.88 -1.30  O114 0.957

Here are the Mulliken charges for atoms 1 to 8, given in e: B 0.563; F -0.398; F -0.361; F -0.415; F -0.390; C -1.243; C 0.450; C -0.662